{"formula": "C29H32N4O3", "method": "ωB97M-V with the def2-TZVPD basis set", "fmax_ha_per_bohr": 0.014, "charge": 0, "orbital_gap_ev": 8.87, "smiles": "COc1ccc(OC)c(-n2c(CNC3CCN(Cc4ccccc4)CC3)nc3ccccc3c2=O)c1", "de_lowest_kj_mol": 111.79, "energy_ha": -1569.0411, "mol_weight_g_mol": 484.60, "homo_ev": -8.22, "symbols": ["C", "H", "C", "C", "H", "H", "H", "C", "N", "C", "H", "C", "H", "C", "H", "C", "C", "C", "H", "N", "C", "C", "O", "H", "C", "C", "H", "H", "H", "H", "C", "C", "H", "O", "H", "C", "H", "N", "C", "C", "C", "H", "H", "H", "H", "C", "N", "H", "H", "H", "C", "H", "C", "C", "H", "H", "H", "H", "H", "H", "C", "C", "O", "H", "C", "C", "H", "C"], "coordinates": [[-0.1080, 2.9599, 1.7993], [3.4697, -3.0488, 4.9593], [-2.7463, 8.2263, 0.2252], [2.2012, -3.6863, 2.6392], [-3.1118, -2.2823, -3.5362], [4.8036, -3.4297, 0.5051], [1.0342, 2.1419, 0.1729], [-2.3304, -5.5622, -3.9306], [-1.2478, -2.2053, -1.7321], [3.7747, -3.4743, 0.8242], [4.3415, -3.6741, 2.8599], [1.4264, -3.4724, 0.3716], [2.3191, -4.0619, 5.8650], [-0.9883, 7.5294, -1.2438], [-2.6699, 3.0710, 1.1341], [-2.9785, -4.3427, -4.1248], [-1.3222, -5.6666, -2.9997], [-2.6216, -3.2326, -3.3946], [-2.6228, -6.4234, -4.5124], [0.3655, -3.4466, -0.5807], [-1.0399, 5.1854, 1.7209], [1.1580, -3.6200, 1.7138], [0.7405, -5.6520, -0.9828], [0.1414, -3.7012, 2.0641], [4.1859, -3.2588, -1.9846], [-1.5881, 2.2690, -0.5579], [-2.4329, 4.2199, -0.2050], [-3.7686, -4.2710, -4.8581], [1.1799, -1.0123, -0.0312], [0.7670, 3.4111, 2.2753], [-0.8678, 1.1658, 0.2137], [0.0854, -1.0617, -0.0954], [0.1193, 5.8041, -0.6105], [2.8880, -3.2312, -1.4435], [-1.8425, 5.0413, 2.4685], [-0.9481, -4.5514, -2.2481], [-0.2943, -1.1876, 0.9354], [-0.4205, 0.1433, -0.7134], [-2.0219, 8.4008, -0.9406], [-1.5982, -3.3212, -2.4446], [-1.4036, 6.3104, 0.7893], [4.6921, -4.2022, -1.7596], [4.7900, -2.4210, -1.6205], [4.0555, -3.1666, -3.0615], [-0.4211, 7.6610, -2.1539], [2.7457, -3.3969, -0.1011], [-0.7570, 3.9667, 0.9854], [-1.5570, 0.7521, 0.9794], [-0.1296, 5.4647, 2.2637], [3.4652, -4.8222, 4.7342], [0.3336, 1.7883, 0.9290], [-0.7789, 2.5913, 2.6000], [-2.4403, 7.1840, 1.0839], [-0.3030, -2.2905, -0.8680], [-3.5550, 8.9010, 0.4663], [-2.4927, 1.8743, -1.0241], [-0.8030, -6.5971, -2.8261], [0.8372, 1.0454, 1.5492], [-2.2626, 9.2122, -1.6118], [-1.1707, -0.1176, -1.3481], [-1.9517, 3.4236, 0.3680], [3.5079, -3.6155, 2.1786], [1.8301, -3.8177, 3.9430], [-0.9237, 2.6307, -1.3423], [-0.6792, 6.4933, -0.3827], [0.1144, -4.6499, -1.2548], [-3.0124, 7.0497, 1.9916], [2.8392, -3.9430, 4.9159]]}